Density functional theory data (ωB97M-V with the def2-TZVPD basis set) for a molecular structure, C29H30BIN2O6Tc.

```
70
Properties=species:S:1:pos:R:3
Tc -1.12 0.47 0.19
O 0.41 1.53 0.88
C 1.04 2.54 0.36
C 2.21 3.00 1.00
C 2.92 4.05 0.48
C 2.51 4.72 -0.68
C 1.36 4.30 -1.30
C 0.60 3.22 -0.81
C -0.60 2.89 -1.51
N -1.42 1.93 -1.22
C -2.60 1.72 -2.07
C -2.93 0.23 -2.10
N -2.83 -0.22 -0.72
C -3.80 -0.83 -0.14
C -3.95 -0.98 1.27
C -4.88 -1.92 1.76
C -5.15 -2.02 3.10
C -4.52 -1.13 3.98
C -3.65 -0.17 3.54
C -3.31 -0.07 2.17
O -2.49 0.85 1.78
H 2.52 2.48 1.89
H 3.83 4.37 0.99
H 3.08 5.54 -1.07
H 1.01 4.81 -2.19
H -0.84 3.51 -2.37
H -2.41 2.11 -3.08
H -3.43 2.27 -1.63
H -2.22 -0.31 -2.73
H -3.95 0.08 -2.49
H -4.61 -1.21 -0.77
H -5.36 -2.58 1.05
H -5.84 -2.77 3.47
H -4.73 -1.20 5.04
H -3.18 0.52 4.22
C 1.92 0.56 -3.67
C 1.29 -0.77 -3.26
C 1.05 -1.64 -4.48
O 0.01 -0.44 -2.66
B 0.21 -0.37 -1.29
O 1.45 -0.84 -0.93
C 2.04 -1.47 -2.09
C 1.74 -2.96 -1.99
C 3.54 -1.23 -2.05
H 1.24 1.07 -4.35
H 2.87 0.41 -4.18
H 2.08 1.20 -2.80
H 0.53 -1.07 -5.25
H 0.45 -2.51 -4.23
H 2.00 -1.99 -4.90
H 0.66 -3.14 -1.99
H 2.13 -3.33 -1.04
H 2.19 -3.52 -2.80
H 3.77 -0.17 -1.95
H 4.01 -1.61 -2.96
H 3.97 -1.76 -1.20
I 4.37 0.09 5.76
C 2.77 -0.58 4.58
C 1.75 -1.31 5.17
C 0.70 -1.75 4.39
C 0.66 -1.44 3.03
C 1.68 -0.70 2.46
C 2.75 -0.28 3.23
C -0.50 -1.94 2.22
O -1.13 -2.93 2.56
O -0.80 -1.23 1.18
H 1.78 -1.54 6.23
H -0.10 -2.34 4.81
H 1.64 -0.46 1.41
H 3.56 0.28 2.78
```

Properties
Spin multiplicity: 4
HOMO-LUMO gap (spin up / spin down): 7.386 / 6.719 eV
E: -2087.5356 Eh
HOMO level (spin up / spin down): -7.69 / -7.86 eV
Relative energy (zero: lowest compared OMol25 entry of this formula, charge and spin): 0.00 kJ/mol

***

Density functional theory data (ωB97M-V with the def2-TZVPD basis set) for a molecular structure, C29H30BrCl2KN3O7 in a non-equilibrium geometry.

```
73
Properties=species:S:1:pos:R:3
C -2.36 -4.66 1.12
C -1.30 -5.08 -0.06
O -1.74 -4.63 -1.42
C -1.70 -3.13 -1.42
C -0.19 -2.46 -1.69
Br 1.36 -3.73 -2.03
C -0.01 -0.83 -1.68
C -1.34 0.15 -1.44
C -2.83 -0.56 -1.21
C -4.18 0.40 -1.03
C -4.53 0.96 -2.56
O -5.58 1.77 -2.75
Cl -3.54 0.52 -4.09
C -3.05 -2.18 -1.18
C -4.46 -2.98 -0.97
C -5.19 -2.76 0.48
O -6.46 -3.25 0.59
N -4.60 -2.08 1.70
C -4.89 -2.95 2.93
C -5.38 -0.78 2.01
C -1.09 1.77 -1.46
O -1.92 2.72 -1.89
C 0.37 2.28 -0.84
C 0.45 3.70 -0.03
N -0.75 4.60 0.25
C -1.35 4.11 1.41
O -2.01 4.03 2.60
C 1.94 4.14 0.52
C 3.32 3.22 0.33
C 4.68 3.90 0.91
Cl 5.76 2.85 1.96
C 5.59 4.55 -0.34
C 4.62 5.49 -1.31
C 3.23 1.74 -0.46
C 4.55 0.80 -0.66
C 4.69 -0.49 0.32
O 4.74 -0.21 1.76
C 3.58 -1.68 0.11
N 2.30 -1.41 0.87
C 1.74 1.33 -1.05
C 1.44 -0.05 -1.94
O 2.30 -0.51 -2.89
H -2.33 -3.48 1.27
H -2.14 -5.14 2.17
H -3.47 -4.97 0.83
H -0.25 -4.67 0.25
H -1.23 -6.27 -0.06
H -5.13 -0.24 -0.72
H -3.98 1.31 -0.32
H -5.19 -2.69 -1.86
H -4.28 -4.15 -1.08
H -4.39 -2.37 3.84
H -6.03 -3.01 3.17
H -4.49 -4.05 2.83
H -4.69 0.15 1.84
H -5.86 -0.81 3.08
H -6.24 -0.71 1.20
H 1.99 5.20 1.07
H 4.39 4.85 1.57
H 6.19 3.74 -0.93
H 6.32 5.32 0.20
H 5.23 6.30 -1.92
H 4.01 4.80 -2.06
H 3.87 6.12 -0.63
H 5.57 1.42 -0.57
H 4.55 0.39 -1.78
H 5.74 -0.99 0.05
H 5.73 -0.29 2.01
H 3.45 -1.93 -1.02
H 4.05 -2.66 0.60
H 2.12 -2.09 1.64
H 2.21 -0.41 1.18
K 8.04 2.72 0.65
```

Properties
Net charge: +1
Spin multiplicity: 1
HOMO-LUMO gap: 6.639 eV
E: -5907.0851 Eh
HOMO level: -10.64 eV
Relative energy (zero: lowest compared OMol25 entry of this formula, charge and spin): 2256.35 kJ/mol

***

Density functional theory data (ωB97M-V with the def2-TZVPD basis set) for a molecular structure, C29H30Cl3N8O4SiTi in a non-equilibrium geometry.

```
76
Properties=species:S:1:pos:R:3
Ti -0.34 0.97 0.17
O -0.57 1.99 4.10
C -0.72 1.63 2.94
N 0.00 1.99 1.86
C 1.00 3.00 2.14
C 1.30 3.86 0.95
C 2.22 4.89 1.06
C 2.51 5.66 -0.05
C 1.87 5.36 -1.25
C 0.96 4.32 -1.27
N 0.67 3.58 -0.19
C -1.85 0.67 2.61
C -2.82 0.40 3.55
C -3.85 -0.45 3.20
C -3.87 -1.01 1.93
C -2.86 -0.69 1.05
N -1.86 0.14 1.37
H 1.94 2.53 2.47
H 0.67 3.62 2.98
H 2.70 5.08 2.01
H 3.22 6.46 0.00
H 2.06 5.92 -2.15
H 0.43 4.07 -2.18
H -2.73 0.87 4.52
H -4.64 -0.67 3.91
H -4.66 -1.67 1.62
H -2.82 -1.11 0.06
O 2.06 1.78 -3.12
C 1.19 1.33 -2.40
N 1.27 0.97 -1.08
C 2.46 1.01 -0.40
O 3.51 1.53 -0.70
C 2.37 0.17 0.87
C 3.49 -0.07 1.64
C 3.37 -0.92 2.73
C 2.14 -1.50 3.00
C 1.06 -1.19 2.18
N 1.18 -0.37 1.14
C -0.18 1.01 -2.96
C -0.47 1.30 -4.28
C -1.70 0.93 -4.79
C -2.58 0.25 -3.96
C -2.21 0.00 -2.65
N -1.04 0.39 -2.15
H 4.42 0.42 1.37
H 4.22 -1.13 3.36
H 2.00 -2.18 3.83
H 0.08 -1.61 2.36
H 0.28 1.81 -4.87
H -1.97 1.15 -5.81
H -3.55 -0.07 -4.31
H -2.88 -0.51 -1.98
Cl -4.25 1.76 -0.64
Si -2.30 2.66 -0.44
Cl -2.34 3.89 -2.15
Cl -2.70 4.02 1.14
C -0.65 -5.55 -0.72
N -0.67 -4.29 0.00
C -1.81 -4.11 0.89
C -0.09 -3.15 -0.52
O -0.62 -2.04 -0.41
N 1.10 -3.33 -1.17
C 2.10 -4.28 -0.72
C 1.62 -2.24 -1.97
H -1.66 -5.80 -1.04
H -0.28 -6.37 -0.09
H -0.02 -5.47 -1.60
H -1.84 -4.93 1.60
H -2.75 -4.09 0.33
H -1.71 -3.17 1.43
H 1.69 -4.95 0.04
H 2.95 -3.74 -0.28
H 2.47 -4.88 -1.55
H 0.82 -1.54 -2.20
H 2.05 -2.63 -2.89
H 2.41 -1.70 -1.43
```

Properties
Spin multiplicity: 2
HOMO-LUMO gap (spin up / spin down): 7.584 / 7.463 eV
E: -4381.9952 Eh
HOMO level (spin up / spin down): -7.78 / -7.78 eV
Relative energy (zero: lowest compared OMol25 entry of this formula, charge and spin): 0.00 kJ/mol

***

Density functional theory data (ωB97M-V with the def2-TZVPD basis set) for a molecular structure, C29H30F5GeN2O2SSnTe.

```
72
Properties=species:S:1:pos:R:3
Sn 0.83 1.97 -0.33
N 1.08 1.54 2.50
C 1.88 0.98 3.60
C 2.94 0.00 3.10
C 4.14 0.69 2.47
C 4.96 -0.26 1.60
N 4.25 -0.49 0.36
H 0.59 2.38 2.80
H 0.32 0.91 2.27
H 1.25 0.49 4.35
H 2.38 1.81 4.10
H 2.49 -0.67 2.36
H 3.26 -0.63 3.94
H 4.78 1.13 3.25
H 3.79 1.51 1.85
H 5.06 -1.23 2.10
H 5.98 0.14 1.47
H 4.70 -1.16 -0.24
H 4.12 0.38 -0.16
C -0.34 -1.57 1.28
Ge 0.43 -0.86 -0.41
C 1.74 -2.26 -0.93
C 2.35 -3.09 0.01
C 3.29 -4.04 -0.37
C 3.65 -4.18 -1.70
C 3.05 -3.36 -2.65
C 2.11 -2.41 -2.27
C -1.11 -1.15 -1.67
C -1.79 -0.03 -2.08
C -2.92 -0.09 -2.93
C -3.36 -1.28 -3.40
C -2.71 -2.48 -3.02
C -3.17 -3.74 -3.49
C -2.57 -4.90 -3.10
C -1.48 -4.85 -2.20
C -1.01 -3.65 -1.74
C -1.60 -2.42 -2.14
H -0.84 -2.52 1.09
H -1.08 -0.84 1.63
H 0.40 -1.71 2.07
H 2.10 -2.98 1.06
H 3.76 -4.66 0.39
H 4.38 -4.92 -2.00
H 3.31 -3.47 -3.70
H 1.66 -1.78 -3.02
H -1.49 0.95 -1.72
H -3.41 0.84 -3.20
H -4.22 -1.34 -4.07
H -4.02 -3.76 -4.16
H -2.93 -5.85 -3.46
H -1.00 -5.77 -1.88
H -0.18 -3.63 -1.06
F -4.20 6.58 2.09
C -3.47 5.87 1.21
C -2.12 5.66 1.41
F -1.54 6.16 2.51
C -1.39 4.92 0.50
F -0.10 4.75 0.76
C -1.95 4.38 -0.66
S -1.04 3.47 -1.84
C -3.32 4.61 -0.82
F -3.97 4.12 -1.89
C -4.07 5.34 0.08
F -5.39 5.54 -0.13
C -3.56 1.84 1.46
C -2.09 2.15 1.73
O -1.80 2.92 2.65
O -1.25 1.55 0.97
H -3.91 1.14 2.22
H -3.69 1.39 0.47
H -4.15 2.75 1.54
Te 3.18 3.18 -0.83
```

Properties
Net charge: -2
Spin multiplicity: 2
HOMO-LUMO gap (spin up / spin down): 4.358 / 5.622 eV
E: -4839.9055 Eh
HOMO level (spin up / spin down): -0.04 / -1.40 eV
Relative energy (zero: lowest compared OMol25 entry of this formula, charge and spin): 40.03 kJ/mol

***

The lowest spin multiplicity belongs to which entry?
C29H30BrCl2KN3O7

***

Look up the E of the fourth one.
-4839.9055 Eh

***

Which of these has the highest spin multiplicity?
C29H30BIN2O6Tc

***

Which of these has the highest relative energy (zero: lowest compared OMol25 entry of this formula, charge and spin)?
C29H30BrCl2KN3O7